(1)
This record from the Open Molecules 2025 dataset describes a cluster of 6 separate species, C27H68BBrN7O9PS in total at a distorted geometry. The level of theory is wB97M-V/def2-TZVPD.

Geometry as XYZ:
```
115
Properties=species:S:1:pos:R:3:mulliken_charge:R:1
H 5.584 -3.659 -1.920 0.407
H 1.458 0.047 -2.134 0.131
N -10.764 4.333 6.462 -0.737
P -1.254 1.241 -1.470 0.544
O 4.311 4.872 -1.166 -0.239
H 6.856 7.143 -1.653 0.336
C 3.885 -2.482 -3.464 -0.077
C 2.918 1.688 -1.947 -0.781
H -0.097 -0.868 -3.342 0.238
H -2.103 3.161 3.303 0.279
H -8.690 3.893 4.649 0.335
C -1.110 -0.672 -1.355 -1.037
H 3.651 1.483 -2.794 0.311
C -4.919 2.657 4.878 -0.500
C 6.778 5.114 -0.878 0.336
H -8.912 2.155 4.543 0.428
C 3.811 6.198 -1.136 -0.752
H 4.260 -1.676 -4.099 0.215
C -2.654 3.081 4.247 -0.621
H -9.095 1.621 7.724 0.274
C -2.282 2.318 6.672 -1.427
H -2.804 4.107 4.606 0.406
B -2.369 2.317 -3.619 0.494
C -1.795 2.257 5.227 0.389
O -8.252 2.925 6.361 -0.380
N 6.271 -0.292 -1.702 -0.630
C 3.229 -9.916 -1.625 -0.659
C -10.564 3.257 5.484 0.266
H 3.232 2.309 -1.040 0.200
H 0.421 -8.035 -4.031 0.386
H -2.430 4.314 -3.584 0.300
C 7.024 -1.826 -3.440 -1.399
H 7.685 4.735 -1.362 0.407
O 4.133 -2.179 -2.101 -0.339
H -11.031 3.562 4.540 0.411
C 0.193 -9.602 -2.613 -1.480
C 0.408 -3.479 -4.245 0.158
H 0.408 -9.834 -1.568 0.288
H 5.306 -2.630 -0.526 0.335
H -1.497 1.975 7.351 0.363
H 1.308 -7.479 -1.312 0.314
H -2.239 1.975 -5.517 0.295
O -1.637 1.178 -3.159 -0.504
H -1.278 0.809 3.891 0.215
H 3.137 -10.732 -2.347 0.298
C 0.371 2.179 -1.742 -0.736
N 6.669 4.486 0.445 -0.735
H -11.102 1.781 7.013 0.285
H -12.380 2.147 5.870 0.345
C -9.067 3.023 5.197 -0.639
C 1.595 1.168 -1.966 0.132
H 7.079 -2.875 -3.745 0.360
H -4.854 3.628 5.376 0.312
H -0.890 -9.478 -2.692 0.356
C -0.946 -1.378 -2.783 -0.485
H 5.374 -0.083 -2.141 0.223
S -0.497 -3.201 -2.647 -0.185
H -2.657 0.521 4.654 0.339
O -2.487 3.575 -2.946 -0.498
C 5.397 -2.622 -1.618 -0.743
H -3.152 1.683 6.851 0.278
H 1.085 -6.406 -2.483 0.209
H 2.559 -9.412 -4.065 0.430
H -11.023 1.135 5.366 0.338
H 2.721 6.146 -1.089 0.226
N -1.705 0.851 4.814 -0.732
C 0.905 -8.340 -3.095 0.428
H 7.428 -1.998 -1.361 0.484
H 5.615 5.282 -2.735 0.423
N 0.703 -7.273 -2.108 -0.669
H 6.246 7.048 0.007 0.291
C 6.577 -1.700 -1.986 0.244
H 4.174 -10.032 -1.091 0.252
H 4.151 6.708 -0.233 0.245
H -1.944 -1.355 -3.336 0.509
H 6.658 3.474 0.327 0.257
H 0.631 2.779 -0.794 0.488
H -0.784 2.683 5.209 0.375
O 3.233 -8.645 -2.251 -0.381
H -7.348 1.530 7.542 0.270
H 5.738 4.697 0.805 0.331
H -10.366 5.193 6.089 0.275
H -2.070 -1.063 -0.851 0.449
H -2.506 1.809 -1.094 0.150
O -3.901 2.482 3.908 -0.383
Br -0.739 1.254 0.807 -0.448
C 5.587 4.737 -1.783 -0.722
H -0.208 -0.878 -0.685 0.620
H -4.882 1.847 5.610 0.185
H 2.428 -9.968 -0.884 0.228
C 1.063 -2.949 -6.318 0.070
N 1.664 -4.159 -5.902 -0.543
H 8.018 -1.391 -3.569 0.345
H -10.173 4.124 7.268 0.332
O -3.009 2.177 -4.928 -0.505
H 0.474 -10.467 -3.220 0.346
H -8.378 0.839 6.275 0.322
H 6.079 -0.194 -0.706 0.280
H 5.680 3.674 -2.034 0.307
H 6.359 -1.305 -4.132 0.264
H -5.884 2.592 4.371 0.150
C 2.401 -8.551 -3.403 -0.687
H 7.958 6.834 -0.309 0.358
H -2.542 3.342 6.956 0.345
H 1.154 -2.345 -7.268 0.350
C 6.960 6.618 -0.699 -1.402
H 4.319 -3.440 -3.761 0.357
N 1.293 -4.545 -4.635 0.197
H 4.092 6.766 -2.027 0.331
C -11.300 2.009 5.964 -1.386
H 0.351 2.933 -2.592 0.376
H 2.758 -7.672 -3.951 0.331
H 2.804 -2.533 -3.606 -0.310
C -8.284 1.657 6.994 -0.732
O 0.230 -2.516 -5.248 -0.274
```

Results
E_HOMO, Ha: -0.32166
LUMO, eV: -0.143
ΔE to the lowest compared entry with this formula, charge and spin, kJ/mol: 319.4
Total charge: 0
Kohn-Sham gap, eV: 8.6097

(2)
This record from the Open Molecules 2025 dataset describes a cluster of 2 separate species, C5H5N in total at a distorted geometry. The level of theory is wB97M-V/def2-TZVPD.

Geometry as XYZ:
```
11
Properties=species:S:1:pos:R:3:mulliken_charge:R:1
H -2.150 -1.364 0.653 0.292
C 1.118 -0.109 -1.462 -0.223
N -2.791 -0.627 0.378 -0.378
C 1.886 0.027 1.082 -0.829
H 1.398 0.424 1.895 0.285
C 0.142 0.580 -0.786 -0.400
C -2.390 0.404 -0.191 -0.074
H 2.937 -0.361 1.300 0.213
H 1.529 -0.360 -2.383 0.371
C 1.379 0.250 -0.086 0.382
H -3.058 1.135 -0.400 0.361
```

Results
E_HOMO (spin up / spin down), Ha: -0.29610 / -0.29350
LUMO (spin up / spin down), eV: -0.804 / -1.408
ΔE to the lowest compared entry with this formula, charge and spin, kJ/mol: 797.6
Total charge: 0
Kohn-Sham gap (spin up / spin down), eV: 7.2529 / 6.5788

(3)
This record from the Open Molecules 2025 dataset describes a structure of composition C18H43F6LaNO6S2Si2 at a distorted geometry. The level of theory is wB97M-V/def2-TZVPD.

Geometry as XYZ:
```
79
Properties=species:S:1:pos:R:3:mulliken_charge:R:1
O 0.176 1.363 1.520 -0.671
H -4.710 -2.973 1.770 0.326
H -2.508 1.046 0.773 0.300
H -3.468 -3.247 0.532 0.301
H 1.682 2.222 -3.656 0.225
C 1.626 2.909 -2.800 -1.315
H -1.108 -2.571 2.395 0.124
O 4.080 -0.866 1.813 -0.514
La -0.011 -0.492 -0.091 2.027
H -0.838 0.730 -7.824 0.280
C 1.153 -0.735 -6.709 -0.316
C 2.588 -0.412 -6.342 -1.270
F 3.281 -3.868 1.602 -0.172
H 0.874 -1.720 -6.315 0.314
H -2.305 3.891 -1.089 0.422
H -2.048 1.584 -1.780 0.438
H 2.878 0.560 -6.748 0.291
H -0.914 -0.722 -4.283 0.077
S 1.419 1.081 2.290 0.895
H -1.167 3.174 0.073 0.214
H -1.147 2.570 -2.950 0.346
S 2.740 -1.257 1.488 1.103
C -3.938 -0.784 -5.559 -0.959
H -2.875 -0.062 -0.523 0.435
H -4.705 -1.053 -6.302 0.304
F 1.142 -3.352 1.724 -0.199
C -2.312 0.009 0.435 -1.020
F 2.105 1.032 4.853 -0.187
Si -3.071 -1.089 1.745 0.177
O 2.591 1.787 1.884 -0.551
H -1.647 -1.803 -3.049 0.060
H -4.031 -3.405 -3.360 0.242
H 1.110 2.919 -0.692 0.323
F -0.053 0.793 4.539 -0.179
H 1.414 1.502 -8.359 0.350
H -2.245 -2.329 3.723 0.416
H -1.793 -2.246 -7.530 0.268
H -4.925 -0.635 3.396 0.343
H -0.541 -2.453 -4.288 0.332
H 2.723 -0.405 -5.256 0.213
O 0.006 1.418 -1.656 0.145
H 2.015 1.481 -1.196 0.450
H -4.445 -0.473 -4.633 0.306
H -3.384 -4.589 -4.530 0.313
C -4.097 -2.480 1.002 -1.026
C 1.252 2.198 -1.516 -0.402
C 2.406 -2.982 2.107 0.611
O 2.352 -1.276 0.049 -0.713
C -1.308 3.463 -0.970 -1.312
H -0.930 1.816 -6.408 0.317
C -1.754 -1.823 2.878 -0.767
C -4.195 -0.037 2.834 -1.134
N 1.473 -0.543 2.239 -0.523
F 2.478 -2.989 3.454 -0.188
H -4.755 0.673 2.212 0.345
C -2.365 -2.962 -6.921 -1.056
C -1.344 -1.731 -4.097 -0.476
F 0.884 2.752 4.233 -0.180
C -3.862 -3.602 -4.428 -1.003
O 0.208 0.179 -6.119 -0.144
C -1.210 2.279 -1.903 -0.319
C 1.060 1.423 4.097 0.562
H -3.608 0.543 3.561 0.297
C 0.828 2.065 -7.627 -1.335
H -4.840 -3.644 -4.935 0.273
H -1.787 -3.895 -6.845 0.335
H 0.928 3.714 -3.038 0.329
H -4.782 -2.092 0.235 0.311
H 3.243 -1.177 -6.766 0.400
Si -2.796 -2.246 -5.213 0.426
H 2.618 3.348 -2.655 0.439
H 1.505 2.481 -6.874 0.263
H -3.355 0.064 -5.946 0.256
H -0.573 4.233 -1.225 0.344
H 1.045 -0.732 -7.810 0.414
H -3.300 -3.195 -7.459 0.336
C -0.259 1.201 -7.013 -0.217
H -1.107 -1.049 3.313 0.124
H 0.366 2.909 -8.147 0.405
```

Results
E_HOMO, Ha: -0.41801
LUMO, eV: -3.501
ΔE to the lowest compared entry with this formula, charge and spin, kJ/mol: 0.0
Total charge: +1
Kohn-Sham gap, eV: 7.8738

(4)
This record from the Open Molecules 2025 dataset describes a cluster of 2 separate species, C10H17I2N2O in total at a distorted geometry. The level of theory is wB97M-V/def2-TZVPD.

Geometry as XYZ:
```
32
Properties=species:S:1:pos:R:3:mulliken_charge:R:1
H -3.273 0.368 1.118 0.348
H -1.601 1.739 0.167 0.454
H 0.996 -2.903 0.045 0.300
H 2.268 2.424 -0.408 0.331
O -3.672 -1.489 -1.888 -0.466
N 3.344 1.170 0.947 0.184
H 2.174 -1.439 0.375 0.236
C 4.427 2.868 0.005 -0.587
H 6.362 2.421 1.040 0.387
H -4.559 -1.052 -2.066 0.371
C -3.267 -1.307 -0.479 0.154
H -2.390 -2.039 -0.225 0.256
C -3.034 0.251 -0.030 -0.635
H 2.052 -2.302 -1.398 0.345
H 2.610 0.518 1.192 0.020
H -4.516 -1.403 1.508 0.307
I -0.383 -1.182 -3.038 0.132
C 3.212 2.224 0.081 -0.274
H -1.641 1.141 -1.402 0.486
H 4.645 3.738 -0.599 0.387
N -1.684 0.832 -0.384 -0.150
H 4.933 0.380 2.138 0.367
I 0.196 0.135 2.139 0.192
H -5.525 -1.549 -0.176 0.300
C -4.566 -1.851 0.424 -0.980
H -4.429 -3.034 0.515 0.294
C 5.322 2.181 0.860 -0.409
H -3.841 0.927 -0.593 0.308
C 0.217 -0.966 -0.901 0.069
C 4.626 1.139 1.432 -0.527
C 1.488 -1.928 -0.437 -0.812
C -0.494 -0.012 0.038 -0.388
```

Results
E_HOMO, Ha: -0.38404
LUMO, eV: -4.396
Total charge: +1
Kohn-Sham gap, eV: 6.0549

| no. | calculated total energy (a.u.) |
| --- | --- |
| 1 | -5468.24578 |
| 2 | -247.97126 |
| 3 | -3223.78562 |
| 4 | -1170.95496 |